Entry from OMol25: a 3-piece molecular cluster, H6O2S2 overall in a non-equilibrium geometry (ωB97M-V/def2-TZVPD).

Calculated values
HOMO-LUMO gap = 0.3434 hartree
HOMO level = -9.1 eV
SMILES string = SS.O.O
Energy above the lowest of the compared OMol25 structures with the same formula, charge and spin = 0.255 eV

XYZ file:
```
10
Properties=species:S:1:pos:R:3:forces:R:3:lowdin_charge:R:1
S 1.038 0.255 1.338 0.09 1.09 0.62 0.253
S 0.255 -1.137 2.629 0.18 -0.17 0.04 0.254
O 0.451 -1.230 -1.641 0.06 -0.48 -0.04 -0.073
O -1.027 1.579 -0.861 -0.20 -0.01 -0.07 -0.082
H 1.787 -0.417 0.473 -0.21 -0.77 -0.14 -0.205
H 1.317 -0.996 -1.967 0.35 -0.06 -0.24 0.028
H -1.941 1.283 -0.809 -0.04 0.00 -0.13 0.045
H 0.016 -0.386 -1.551 -0.44 0.61 0.22 -0.015
H -0.858 1.942 0.015 0.20 -0.08 -0.02 0.005
H -1.038 -0.892 2.373 0.02 -0.13 -0.24 -0.210
```
Positions in Å, forces in eV/Å.

Entry from OMol25: a single C5H8O molecule in a non-equilibrium geometry (ωB97M-V/def2-TZVPD).

Calculated values
HOMO-LUMO gap = 0.3642 hartree
HOMO level = -8.9 eV
SMILES string = C[C@H]1CCC1=O
Energy above the lowest of the compared OMol25 structures with the same formula, charge and spin = 2.081 eV

XYZ file:
```
14
Properties=species:S:1:pos:R:3:forces:R:3:lowdin_charge:R:1
O 0.517 -2.026 1.070 0.55 1.25 0.05 0.073
C 0.440 -0.450 -1.705 0.75 0.02 -0.03 -0.045
C -0.449 1.100 0.271 0.22 0.04 0.02 -0.145
C -0.702 0.186 1.478 1.11 -0.17 0.93 -0.074
C 0.521 0.068 -0.303 2.53 -0.74 2.02 -0.303
C 0.324 -0.845 0.864 -4.00 -1.73 -0.41 -0.428
H 0.610 0.341 -2.434 0.06 -0.06 -0.09 0.077
H -0.551 -0.877 -1.878 -0.04 0.09 0.10 0.092
H 1.585 0.107 0.377 -1.03 1.33 -2.56 0.234
H -1.707 -0.227 1.532 0.10 -0.21 0.01 0.115
H -0.020 2.075 0.495 -0.06 -0.02 -0.03 0.104
H -0.409 0.561 2.455 -0.21 0.20 0.11 0.104
H -1.321 1.237 -0.368 0.02 -0.05 0.01 0.112
H 1.163 -1.251 -1.852 0.02 0.04 -0.13 0.084
```
Positions in Å, forces in eV/Å.

Entry from OMol25: C28H25ClCrF7N3S2Si as an isolated structure (ωB97M-V/def2-TZVPD).

Calculated values
HOMO-LUMO gap (alpha / beta) = 0.2709 / 0.2766 hartree
HOMO level (alpha / beta) = -4.7 / -4.9 eV
Spin multiplicity = 4
Total charge = -1

XYZ file:
```
68
Properties=species:S:1:pos:R:3:forces:R:3:lowdin_spin:R:1
Cr -0.156 0.176 -0.140 0.86 0.03 0.08 3.052
Cl 0.087 1.387 -7.167 0.00 0.00 0.00 -0.003
S 1.732 -0.948 -1.709 -0.08 0.02 -0.21 0.004
S -0.199 1.904 1.527 -0.17 0.33 0.27 -0.027
Si -2.574 -0.472 2.132 -0.08 0.04 -0.18 0.005
F 4.419 -0.221 -3.452 0.15 -0.09 0.12 0.000
F 2.739 -0.380 -4.789 -0.10 -0.09 -0.10 0.000
F 0.293 2.360 4.709 -0.12 0.01 0.09 -0.001
F -0.389 -2.485 -0.975 -0.40 -0.31 -0.28 0.010
F 4.111 1.277 -4.974 -0.05 -0.12 0.06 0.000
F 2.369 2.369 5.297 0.02 0.09 0.10 0.000
F 1.722 3.520 3.587 0.05 0.17 -0.03 -0.001
N 1.110 1.503 -1.306 0.06 -0.03 0.05 -0.013
N -1.289 -1.015 1.105 0.19 -0.25 -0.12 0.003
N 1.416 -0.079 1.369 -0.01 0.11 0.04 -0.001
C -3.840 -1.878 2.308 -0.13 -0.10 0.15 0.000
C -0.820 -2.981 2.552 0.03 0.05 0.06 0.002
C 2.374 -0.937 1.703 -0.13 0.06 -0.04 0.002
C 3.464 0.485 -4.075 0.01 0.21 -0.06 0.000
C -1.344 0.797 -2.878 -0.07 -0.05 0.06 -0.001
C 1.856 3.466 -2.415 0.03 0.21 -0.03 -0.001
C 0.143 -4.976 1.581 0.01 -0.06 0.00 0.003
C 1.108 0.968 2.156 0.05 -0.01 0.00 0.005
C 2.814 0.272 3.699 -0.10 0.08 -0.02 0.003
C -3.541 0.941 1.365 -0.22 0.06 0.02 0.001
C -1.290 2.064 -3.467 0.07 0.01 -0.05 -0.011
C 2.621 2.684 -3.272 -0.01 -0.21 -0.02 0.004
C -0.980 -0.289 -3.687 0.01 0.01 -0.07 -0.010
C -0.483 1.156 -5.528 -0.03 0.08 0.06 -0.011
C 3.095 -0.807 2.875 0.14 -0.10 0.01 0.001
C -1.712 0.618 -1.448 0.04 -0.06 -0.31 -0.049
C 1.107 2.828 -1.454 0.07 -0.34 -0.05 0.003
C 2.642 1.311 -3.131 -0.16 0.07 0.23 -0.001
C -0.857 2.254 -4.774 -0.02 0.05 0.05 0.002
C -2.067 0.042 3.879 0.18 0.07 0.17 0.002
C -0.551 -0.119 -4.996 -0.02 -0.08 0.15 0.002
C 0.131 -4.352 0.336 0.04 -0.04 -0.02 0.000
C -0.835 -2.303 1.317 -0.02 -0.03 -0.08 0.004
C -0.356 -3.073 0.238 0.02 0.07 0.32 0.004
C 1.824 1.177 3.349 0.13 -0.23 -0.07 0.000
C -0.345 -4.282 2.677 -0.01 0.05 0.00 0.000
C 1.543 2.354 4.226 0.00 -0.08 -0.05 -0.001
C 1.877 0.704 -2.094 -0.06 0.36 -0.02 0.007
H 0.472 3.374 -0.775 -0.09 0.04 0.12 0.000
H -2.953 1.838 1.159 -0.05 -0.11 0.03 0.000
H 1.830 4.543 -2.512 -0.01 -0.07 0.02 0.000
H -1.576 2.928 -2.876 0.01 -0.01 -0.03 0.000
H -4.026 0.616 0.437 0.08 0.07 0.11 0.000
H 0.484 -4.844 -0.565 -0.03 0.03 0.09 0.000
H -2.214 1.507 -1.061 -0.04 0.05 -0.01 0.004
H -2.083 1.131 4.007 -0.03 -0.16 -0.05 0.000
H -2.361 -0.246 -1.293 -0.05 -0.02 -0.08 0.003
H -1.180 -2.467 3.441 0.07 -0.05 -0.15 0.000
H 3.869 -1.522 3.133 -0.11 0.07 -0.05 0.000
H 0.520 -5.986 1.684 -0.02 0.05 -0.01 0.000
H -1.002 -1.288 -3.266 0.01 0.03 0.00 0.000
H -3.843 -2.323 3.314 -0.02 0.09 -0.25 0.000
H 3.366 0.416 4.618 -0.02 0.00 -0.04 0.000
H -4.846 -1.480 2.114 0.14 -0.08 0.08 0.000
H -1.042 -0.281 4.110 -0.20 0.04 -0.02 0.000
H -3.661 -2.686 1.591 0.01 0.11 0.06 0.000
H 2.554 -1.731 0.989 0.01 -0.03 0.03 0.000
H -4.334 1.215 2.079 0.14 -0.04 -0.15 0.000
H 3.196 3.144 -4.063 0.01 0.01 0.01 0.000
H -0.240 -0.970 -5.590 -0.03 0.02 0.03 0.000
H -2.742 -0.407 4.619 0.11 0.08 -0.06 0.000
H -0.803 3.249 -5.203 -0.01 -0.07 0.04 0.000
H -0.350 -4.750 3.655 0.00 0.00 -0.02 0.000
```
Positions in Å, forces in eV/Å.

Entry from OMol25: C23H30N4O8Si2W as an isolated structure (ωB97M-V/def2-TZVPD).

Calculated values
HOMO-LUMO gap = 0.2713 hartree
HOMO level = -14.9 eV
Total charge = +2

XYZ file:
```
68
Properties=species:S:1:pos:R:3:forces:R:3:lowdin_charge:R:1
W -0.508 -0.289 0.025 0.09 0.11 0.00 1.584
Si 0.364 -1.614 2.027 0.00 -0.01 -0.01 0.582
Si 0.380 -1.666 -1.935 -0.02 -0.01 0.01 0.584
O -1.986 0.892 -0.023 0.02 0.00 -0.01 -0.216
O 0.938 0.946 0.007 -0.05 -0.01 0.03 -0.224
O -7.993 -0.850 0.004 0.00 0.01 0.00 0.124
O -2.736 3.345 0.959 0.00 0.00 -0.01 0.085
O -8.199 1.303 0.010 0.01 -0.01 0.00 0.125
O -3.560 -2.954 -0.028 0.00 0.00 0.01 0.217
O -1.759 -1.614 0.043 -0.05 -0.05 0.01 -0.298
O -4.000 3.960 -0.682 0.01 0.00 0.01 0.153
N -3.584 3.150 0.108 -0.01 0.01 0.00 -0.331
N 3.139 1.572 -0.086 0.00 0.00 0.00 -0.038
N 1.430 3.151 0.013 -0.01 -0.01 0.01 -0.031
N -7.560 0.278 0.011 -0.01 0.00 0.00 -0.343
C -0.925 -2.635 2.870 0.00 0.00 0.00 -0.166
C -3.155 -1.848 0.010 0.00 -0.01 -0.04 -0.413
C 3.407 -4.014 -0.606 0.00 0.00 0.00 -0.032
C 1.863 1.908 -0.024 0.00 0.01 -0.01 -0.346
C -4.165 1.801 0.057 0.00 0.00 0.00 -0.044
C 4.177 2.619 -0.115 0.00 0.00 0.00 -0.104
C 2.458 -3.282 -1.301 0.00 0.00 0.00 -0.090
C 0.005 3.443 0.201 0.00 0.00 -0.01 -0.002
C -0.899 -2.714 -2.757 0.00 0.00 0.00 -0.165
C 2.446 -3.252 1.450 0.00 0.00 0.00 -0.089
C 1.374 -0.555 3.172 0.00 0.00 0.00 -0.177
C 1.455 -2.550 -0.649 0.00 -0.01 -0.01 -0.305
C 2.360 4.292 -0.077 0.00 0.00 -0.01 -0.100
C -5.304 -0.708 0.026 0.00 0.00 0.01 0.112
C 3.636 0.198 -0.054 0.01 -0.01 0.00 0.009
C -6.085 0.420 0.023 0.00 0.00 0.00 -0.084
C 3.401 -3.999 0.780 0.00 0.00 0.00 -0.032
C 1.390 -0.633 -3.104 0.00 0.00 0.00 -0.175
C 1.449 -2.534 0.775 0.00 0.00 0.00 -0.306
C -5.536 1.690 0.026 0.00 0.00 -0.01 0.128
C 3.637 3.872 -0.769 0.00 0.00 0.00 -0.126
C -3.324 0.688 0.040 0.00 -0.01 0.01 -0.184
C -3.913 -0.585 0.028 0.00 0.00 0.00 -0.036
H 4.344 0.102 0.770 0.00 0.00 0.00 0.117
H 1.875 -1.183 3.914 0.00 0.00 0.00 0.053
H 4.373 4.671 -0.701 0.00 0.00 0.00 0.139
H -1.431 -3.342 -2.043 0.00 0.00 0.00 0.041
H -6.170 2.567 0.011 0.00 0.00 0.00 0.155
H 2.550 4.666 0.932 0.00 0.00 0.00 0.148
H 2.140 0.016 2.645 0.00 0.00 0.00 0.024
H 4.145 -4.594 -1.145 0.00 0.00 0.00 0.125
H 2.133 -0.024 -2.590 0.00 0.00 0.00 0.019
H -1.650 -2.010 3.396 0.00 0.00 0.00 0.053
H 4.511 2.809 0.908 0.00 0.00 0.00 0.147
H -0.098 4.506 0.394 0.00 0.00 0.00 0.113
H 0.744 0.023 -3.692 0.00 0.00 0.00 0.049
H 2.496 -3.304 -2.386 0.00 0.00 0.00 0.109
H -0.440 -3.266 3.620 0.00 0.00 0.00 0.058
H -0.405 -3.367 -3.482 0.00 0.00 0.00 0.058
H -0.567 3.194 -0.691 0.00 0.00 0.00 0.102
H -0.394 2.905 1.056 0.00 0.00 0.00 0.084
H 1.915 -1.279 -3.812 0.00 0.00 0.00 0.054
H 2.832 -0.513 0.088 0.00 0.01 0.00 0.052
H 4.154 -0.024 -0.987 0.00 0.00 0.00 0.112
H 3.448 3.687 -1.828 0.00 0.00 0.00 0.135
H 4.134 -4.566 1.337 0.00 0.00 0.00 0.125
H -1.620 -2.108 -3.310 0.00 0.00 0.00 0.053
H 5.019 2.214 -0.673 0.00 0.00 0.00 0.139
H 0.734 0.137 3.723 0.00 0.00 0.00 0.049
H 1.850 5.074 -0.636 0.00 0.00 0.00 0.141
H 2.475 -3.249 2.536 0.00 0.00 0.00 0.110
H -5.762 -1.689 0.021 0.00 0.00 0.00 0.152
H -1.450 -3.285 2.170 0.00 0.00 0.00 0.042
```
Positions in Å, forces in eV/Å.

- What is the formula in the second record?
  C5H8O